12
Properties=species:S:1:pos:R:3 method="wB97M-V/def2-TZVPD" total_energy_ev=-15584.7306 de_lowest_kj_mol=292.4 homo_lumo_gap_ev=7.97 smiles="C#C[P@H]1=C=CC=C1" homo_ev=-8.6 e_lumo_ev=-0.602
C -1.34311 1.69321 -0.00414
C 2.19865 0.24696 -0.06038
H -2.31552 -1.66130 -0.38667
P 0.44175 0.69503 0.23354
H 4.37643 -0.03127 -0.59014
H 0.57576 1.00494 1.68224
H 0.14410 -1.83872 0.21786
H -3.13057 0.96533 -0.31973
C -2.14723 0.64765 -0.25923
C -1.72655 -0.75914 -0.28509
C -0.44200 -0.97394 0.05693
C 3.36830 0.01125 -0.28517

***

15
Properties=species:S:1:pos:R:3 method="wB97M-V/def2-TZVPD" total_energy_ev=-10872.6797 de_lowest_kj_mol=299.9 homo_lumo_gap_ev=7.08 homo_ev=-3.1 total_charge=-1 e_lumo_ev=3.936
C 0.93481 1.40257 0.77772
H -1.08367 1.31854 0.44461
H -0.16475 1.47302 -1.12328
H -2.30608 -0.52674 -0.56219
O -1.49047 0.12076 -2.31586
O 0.55210 -1.98767 2.11197
H 0.22974 -2.62559 1.46660
C -0.21706 1.02296 -0.12849
C -1.46746 -0.67747 -1.28607
H -1.35996 -1.76163 -1.50994
H 0.62472 1.97471 1.68510
H 0.06336 -1.19954 1.80457
O 2.09469 1.11215 0.61758
H 0.63711 -0.77711 -0.55119
N -0.27201 -0.42863 -0.27822

***

120
Properties=species:S:1:pos:R:3 method="wB97M-V/def2-TZVPD" total_energy_ev=-57278.3570 de_lowest_kj_mol=245.2 homo_lumo_gap_ev=9.23 smiles=COC[C@H](C)N.COC[C@H](C)N.COC[C@H](C)N.CCO.CCO.CCO.CCO.CCO.CCO.CCO.O.O homo_ev=-9.0 e_lumo_ev=0.236
H 1.41848 0.19089 -2.65751
O -1.36314 -1.29895 2.15384
C 3.01375 0.47692 1.41223
O 0.37644 4.91337 -1.59169
H 4.85718 1.12329 2.75023
C 1.49124 -0.20260 5.70347
H 3.20332 3.28012 -0.01199
H -1.81709 0.84886 7.10399
O -1.75129 -4.22949 0.71518
C -1.80376 0.99568 -3.08150
H 5.36187 3.85061 5.09539
H -3.16042 -0.45058 -6.83983
H -3.01122 -4.09175 -2.99991
O 2.88629 1.44545 2.43348
C -0.31730 -4.22422 0.77628
C -1.26449 -0.08723 1.46519
H -1.90559 -4.21282 2.79069
H -0.27133 0.09255 1.22048
O 2.83087 3.88966 -1.92444
H -5.94542 1.74532 -1.25659
H 0.53207 -3.39077 -2.53029
O -1.21275 -1.06207 -8.78852
O 1.16110 -0.41083 -2.00515
H 2.50145 3.13762 -5.58862
N 2.83150 -0.30321 6.15815
C 3.39419 2.61487 -5.29463
C 0.28638 -4.13593 -1.75631
H -4.52167 -5.08697 -2.72477
H 0.10319 -5.29450 0.77034
H -0.59330 -2.64375 -0.38649
H -0.39575 -1.39524 5.42379
H -0.96418 -1.25960 3.07791
H -2.18141 2.27681 6.04232
C -4.31287 -3.35349 -1.36027
H -0.23745 4.90853 -2.36605
H 1.50740 0.16328 4.68194
H 0.23137 5.73528 -1.15900
H 2.83065 0.54302 -5.25730
H 4.59577 2.72064 2.15151
H 3.83927 1.90941 4.89856
H 3.62318 -0.35413 1.75447
C -1.87048 -1.92240 -7.85240
H -3.92584 0.22053 0.60235
H -3.24479 -0.51988 -3.35856
O -1.41001 -1.48311 -3.02235
H 2.07892 0.18920 1.09047
H -2.02161 -1.83332 -2.32907
H -3.26540 -5.26482 -1.54381
H -0.74214 1.29082 -3.36476
H 2.14093 2.24588 -3.20640
O -5.75780 1.01825 1.42839
H -4.84707 -3.78394 -0.47882
H -0.03599 -3.72303 1.71764
H -3.83997 -1.19728 -8.34865
H 0.32772 -0.85606 -2.29521
C 0.65443 -1.55562 5.59277
H 2.11010 3.51766 3.88765
H 5.33186 2.96073 -0.06938
C -5.20809 0.94883 -0.99544
C 4.14395 1.93358 2.80483
H -3.37856 -4.37480 1.86357
C 0.18462 -3.42621 -0.37970
H -1.82770 -0.20584 0.55311
C 3.65038 3.80290 -0.77058
H -5.77991 0.03825 -1.10611
N 1.50710 -2.92318 -0.04336
H -2.22219 -0.56302 -4.71419
H 4.11338 3.28391 -4.76895
H -4.44830 0.94971 -1.75984
C 3.02407 1.37385 -4.54776
H 3.92091 2.38445 -6.21388
O 1.82266 1.56558 -3.81233
N 5.37928 3.25291 4.25449
H 3.53870 -0.30254 5.46507
C -3.22991 -1.40950 -7.45898
H -1.40419 2.08169 1.72965
C -1.74259 1.14378 2.24454
H 1.38523 -2.33214 0.76663
H 4.68256 2.04696 -1.39452
C -4.66420 1.07685 0.45332
O -3.32415 -2.45632 -1.02009
H -1.21019 -1.98725 -6.94749
H 0.72221 -2.05269 6.52763
H 1.07914 -2.24649 4.87358
H 6.03945 2.55129 4.41153
C 4.90868 3.05559 -1.08187
C -3.75676 -4.49208 -2.26578
C 4.09282 2.64865 4.14439
O -0.45604 1.22773 5.63894
H -2.54160 0.67961 5.44610
H 3.41590 4.58254 3.52347
H -5.43330 0.53347 2.17917
H 3.00729 4.25047 5.19959
H -4.11484 1.99857 0.65051
C -2.31997 -4.73356 1.88577
H -2.07190 -2.94138 -8.28557
H -2.80618 1.14469 2.37935
H 0.98254 -4.97187 -1.75216
H 3.55177 0.91449 0.54679
H 1.75121 -2.22376 -0.72715
H 5.49167 3.45796 -1.89456
C 3.08935 3.76531 4.20275
H 0.16834 0.50090 7.47751
H -1.97225 1.02214 -2.00585
H 1.18976 1.77095 6.61783
H -4.97503 -2.75568 -1.99526
C -2.19513 -0.38317 -3.64096
H 3.02573 -0.94296 6.89507
H -1.95404 -0.69645 -9.33109
H -2.20556 -5.73887 2.03058
H -2.75370 -2.96031 -0.34566
H 3.89526 1.03612 -3.90595
H -3.63149 -2.20926 -6.79363
H 3.91088 4.88430 -0.49953
H -2.40157 1.73462 -3.64640
C -1.78896 1.23403 6.09940
C 0.57421 0.80489 6.49703
H -0.58237 -4.50788 -2.20372
H -1.35669 1.10535 3.24527
H 1.97903 4.37259 -1.74758

***

94
Properties=species:S:1:pos:R:3 method="wB97M-V/def2-TZVPD" total_energy_ev=-89107.2902 de_lowest_kj_mol=252.6 homo_lumo_gap_ev="6.23 / 6.16" homo_ev="-10.7 / -10.7" total_charge=+1 e_lumo_ev="-4.473 / -4.561"
H 3.14562 2.10000 -0.25546
C -1.69419 -1.11711 -5.49686
H 0.33937 -3.28892 -2.81025
H -3.58900 -0.92588 2.38381
H -1.11957 1.01448 3.54116
C -4.10385 0.82593 -3.24386
F -3.03637 -1.09851 -5.64264
H -2.78895 -3.08653 -0.88181
H 0.56158 1.55448 3.36692
H -3.90249 -1.48155 0.74643
H -0.15944 4.98249 4.28295
C 0.09692 3.30312 1.43408
H 6.21668 1.39134 1.47589
H -4.11807 -0.07763 -3.85701
C -1.54451 -4.67809 -1.55854
N -3.11714 0.77858 -1.11811
C 0.06707 4.11601 3.65804
C 0.53938 -4.94554 -0.40676
H -1.27772 -1.39484 3.85500
H 1.15252 3.03431 1.54344
H 5.94457 -0.68385 2.67779
H 1.47755 -5.46477 -0.27759
N 4.44677 -1.25624 1.34987
C 5.05802 -0.60561 0.20191
H -1.80984 5.66975 2.75375
C 1.07916 -1.20668 -5.16158
H 4.83812 2.50952 1.34425
H -5.14466 1.22308 -1.34986
H -2.35385 2.80537 0.64466
O -0.84211 -1.01396 -1.70594
C -2.22524 1.26865 -1.98272
N -0.72951 2.12745 1.80049
H -0.08240 -6.16491 -2.05360
H -0.09949 3.56091 0.38946
H -2.81596 0.31628 -0.26460
C 3.33565 1.02591 -0.16149
H 0.92171 -3.58035 1.17736
N 0.19731 -1.77575 -4.24618
C -1.85475 -3.60829 -0.73783
C -1.59331 4.80659 2.12179
S -0.69812 1.83061 -1.54201
H -2.79441 2.53108 4.22299
H -4.74002 -0.48844 -1.59061
O -1.27329 0.18221 -7.45764
C -0.67558 -1.92630 3.12637
H 2.63147 -1.90418 2.10982
C 0.73380 -2.28848 -3.00890
C -4.39854 0.53252 -1.76005
H -0.73652 -2.98410 3.35933
C 0.22096 -3.87577 0.41086
C -0.48278 1.84747 3.23385
C -2.14758 2.54703 1.68731
N 4.51852 0.82631 2.53581
H 1.82171 -2.32548 -3.09358
Si -1.37987 -1.63227 1.33562
H 1.12144 3.85663 3.78319
Rh -0.12263 0.23645 0.34366
H -3.57383 -2.63987 2.02015
H 2.72995 0.60293 3.54146
H 4.70981 -1.08779 -0.71315
O 1.25219 -1.01328 -1.06252
C 3.11046 1.05989 2.62264
H -1.79629 5.06571 1.08032
N 0.47595 -0.63664 -6.25694
C -1.14858 -1.72685 -4.42573
H 2.93752 2.13881 2.67389
N -0.76288 2.99214 4.07433
H 0.35593 -1.60828 3.24823
N 4.72165 0.80441 0.15138
C 0.33927 -1.36699 -1.83482
H 1.11372 -0.23950 -6.94317
H 6.14455 -0.70846 0.27892
H -2.26734 1.69213 -4.01019
H -1.75778 -2.17960 -3.65637
H -2.23936 -4.99355 -2.32412
O 2.27313 -1.21948 -5.00250
N -0.18597 4.45306 2.26342
C -3.30555 -1.66042 1.63537
P 2.16834 0.31988 1.12951
H -2.78425 1.71103 1.99414
H -2.37984 4.23332 4.53815
C -2.16267 3.36619 3.91064
C -0.98392 -3.19090 0.26788
H 2.75864 -1.91293 0.33325
C -0.88431 -0.46101 -6.51582
N -2.44854 3.69368 2.51854
N -2.76052 1.37940 -3.19318
C -0.33915 -5.34504 -1.40078
H -4.80053 1.54802 -3.67160
C 4.86101 -0.58452 2.56698
C 5.12930 1.45732 1.37773
C 3.01757 -1.36120 1.23984
H 4.37359 -1.05222 3.42582
H 3.09463 0.54612 -1.11411

***

86
Properties=species:S:1:pos:R:3 method="wB97M-V/def2-TZVPD" total_energy_ev=-70124.3882 homo_lumo_gap_ev=5.36 homo_ev=-9.2 total_charge=+1 e_lumo_ev=-3.838
H -0.69460 -0.06093 3.81382
C 2.37062 -2.05473 1.51784
C -5.04619 -0.62826 0.78790
H -6.44577 0.61938 -1.11898
C 2.24993 -2.91910 2.59985
H -2.20268 -1.42429 2.40381
H 1.60664 1.71551 -6.25296
H -4.92583 -2.98457 -3.53472
C -1.89684 -1.50650 -3.62585
C -5.39167 0.85352 -1.14417
H -1.41038 6.56856 -2.47299
H 2.85157 2.37196 -4.21257
C -0.89265 1.45868 -3.99048
C 1.10768 1.75792 -5.29591
C -1.65715 6.28373 -0.36973
H 4.77165 -1.75576 4.52262
N -0.23417 -1.31438 -1.86288
C -1.38875 5.85989 -1.66117
C 0.48866 2.38937 3.02218
C 3.17529 -0.82606 -3.08578
C -3.53225 2.04843 -2.07131
H -1.43439 3.29934 1.20460
H -0.89333 4.21366 -2.92846
C -0.19816 1.80909 -2.84166
C -3.13405 -1.93372 -4.05283
H -1.87121 7.32321 -0.17536
C -3.96881 -2.62803 -3.19007
H -0.59688 2.40592 3.04635
H 2.04574 -2.98770 -5.42957
N 1.44065 -2.09163 0.44651
C -1.39593 4.03525 0.41600
C -3.14310 0.48390 -0.25216
C -1.45798 -1.75082 -2.31294
C -4.89818 1.74786 -2.05548
C -2.26520 -0.15488 0.67371
C 1.80285 2.11983 -4.15179
H 0.58630 -1.27108 3.53876
C -2.66473 1.40346 -1.21854
H 3.00410 -3.47170 4.51970
C 0.86266 -1.41821 -2.65308
H 0.05912 -2.89758 -3.99464
H -6.10830 -0.82208 0.81366
C 2.04235 -2.34458 -4.56137
C -0.23935 1.45082 -5.21163
H -1.24643 -0.95403 -4.28443
H 0.85586 0.05510 4.68641
S 1.08067 0.77604 2.42591
H 1.92595 -1.98750 -0.44166
C -2.82451 -0.95481 1.65000
H -3.16714 2.79933 -2.75727
C 4.23730 -0.98769 2.59503
C 4.10166 -1.83727 3.68117
H -3.44481 -1.72106 -5.06542
H 2.01360 -0.06141 -1.44678
H -1.98856 -2.65173 -0.43948
C 3.11256 -2.80646 3.67623
C -3.55532 -2.86769 -1.88602
C 0.91372 -2.27414 -3.77721
H 5.00371 -0.22781 2.59633
Ir -0.16982 -0.21015 0.14050
C -1.10370 3.61099 -0.87574
H -5.55932 2.22900 -2.76040
C -2.32446 -2.43126 -1.44335
C 3.17736 -1.61616 -4.22934
H 3.48592 -0.43223 0.67171
H 0.93349 -2.97241 0.43640
H -4.19753 -3.41377 -1.21343
H 1.68194 2.44923 -2.03621
C 3.37909 -1.09454 1.51813
H 4.07239 -0.29248 -2.81076
H 1.48882 -3.68805 2.59359
C -1.10219 4.53115 -1.91730
H 0.88806 2.54974 4.01976
C 0.37391 -0.23101 3.75644
H -4.59692 -1.84123 2.47993
C 1.15089 2.15511 -2.93423
C -1.65588 5.36829 0.66926
H 4.05959 -1.67394 -4.84703
H -1.86563 5.69260 1.67647
H -1.93768 1.19125 -3.93237
C -4.54216 0.23478 -0.20580
P -0.88426 1.81689 -1.15619
H 0.86756 3.15027 2.34947
H -0.79028 1.18787 -6.10175
C -4.20643 -1.19520 1.70730
C 2.04180 -0.71829 -2.31145

***

16
Properties=species:S:1:pos:R:3 method="wB97M-V/def2-TZVPD" total_energy_ev=-11351.8076 de_lowest_kj_mol=222.4 homo_lumo_gap_ev=10.79 smiles=CC[C@@](N)(O)OC#N homo_ev=-10.2 e_lumo_ev=0.553
H 2.63778 0.19200 0.17439
O 0.55678 -0.77665 -1.26276
N 1.72753 0.63743 0.14623
C 0.69635 -0.34985 0.07363
H 1.65029 -1.97001 0.42623
H -0.59510 2.18652 -0.37682
H -1.61234 1.00132 -1.21747
H 1.64039 1.18345 0.99889
C -1.29852 1.36086 -0.23348
H -0.49665 0.62109 1.61683
N -1.21482 -2.50216 -1.56523
C -0.43695 -1.66564 -1.36187
O 1.06794 -1.38709 0.93797
H -2.18432 1.76552 0.26730
H -1.44383 -0.53947 0.77205
C -0.69454 0.24269 0.60411